# 1
63
Properties=species:S:1:pos:R:3:forces:R:3 method="wB97M-V/def2-TZVPD" total_charge=+2 max_force_ev_per_a=3.1 multiplicity=1 e_homo_ha="-0.4679 / -0.4679" orbital_gap_ev="6.12 / 6.58"
P -0.3752 -2.3746 -2.7406 2.11 0.02 -1.60
P -0.1104 1.5677 -2.8925 0.92 0.58 -1.27
C -0.9580 -0.9914 -3.7661 -0.51 -0.02 -0.25
C 0.0444 0.1489 -4.0088 0.17 -0.10 -0.34
H -1.9169 -0.6361 -3.3525 0.31 -0.08 -0.23
H -1.1897 -1.4471 -4.7432 -0.08 0.07 0.34
H 1.0948 -0.1918 -3.9743 -0.61 0.23 -0.10
H -0.1146 0.5513 -5.0246 -0.01 -0.02 0.33
C -1.7121 2.3110 -3.2388 -0.21 -0.02 0.12
H -2.0440 2.9366 -2.3997 0.07 -0.15 -0.24
H -2.4656 1.5375 -3.4388 0.12 0.28 0.10
H -1.6007 2.9414 -4.1318 -0.10 -0.20 0.20
C 1.1847 2.7156 -3.3996 -0.10 0.20 -0.29
H 0.7868 3.3325 -4.2172 0.31 -0.11 0.16
H 2.0633 2.1555 -3.7527 -0.24 0.19 0.14
H 1.4874 3.3584 -2.5611 -0.17 -0.17 -0.33
C -1.7894 -3.2801 -2.1358 -0.28 -0.01 0.52
H -1.5425 -3.8431 -1.2252 -0.11 0.11 -0.23
H -2.0870 -3.9880 -2.9217 0.09 0.18 0.18
H -2.6287 -2.5946 -1.9392 0.30 -0.26 0.07
C 0.5283 -3.4294 -3.9127 -0.42 -0.15 -0.05
H 1.3284 -2.8657 -4.4134 -0.24 -0.13 0.20
H -0.1827 -3.7898 -4.6694 0.29 0.00 0.12
H 0.9641 -4.2902 -3.3868 -0.11 0.22 -0.15
Sn -2.4373 -0.8041 1.8828 0.38 0.22 2.01
C 1.4365 1.6192 -0.5705 0.03 1.49 0.04
C 0.1534 1.2835 -1.1551 -2.27 -0.82 1.32
C -0.5666 -0.0296 -0.6218 -0.04 0.94 0.28
C 0.2428 -1.2956 -0.3531 0.14 -0.20 0.44
C 0.9999 -1.8466 -1.5956 -2.40 -0.75 1.80
C 2.0345 -0.9674 -2.1194 0.71 -0.52 -0.64
C 2.9897 -0.2522 -1.2481 0.37 0.99 0.45
C 2.4463 0.7060 -0.1158 1.75 -0.92 0.07
C -1.1935 -2.3824 2.7995 -0.29 0.35 -0.55
H 1.5860 2.6803 -0.3759 0.01 -0.25 -0.01
H -0.5279 2.0940 -0.7863 0.26 -0.37 -0.18
H -1.4391 -0.2659 -1.2581 0.18 0.20 0.23
H -0.9992 0.3183 0.3428 0.42 -0.25 -0.69
H 0.9102 -1.1337 0.4991 -0.10 -0.15 -0.38
H -0.4653 -2.0541 0.0344 0.28 0.19 -0.31
H 1.4408 -2.8313 -1.3245 -0.09 0.22 0.00
H 2.4711 -1.3212 -3.0541 0.04 0.22 0.03
H 3.5869 0.3738 -1.9351 0.05 -0.26 0.40
H 3.6915 -0.9613 -0.7647 -0.18 0.12 -0.25
H 2.1452 0.1237 0.7702 0.12 0.27 -0.20
H 3.3014 1.3234 0.2160 -0.27 -0.49 -0.07
H -0.2364 -1.9446 3.1180 -0.32 -0.20 -0.05
H -1.0349 -3.1802 2.0622 0.07 -0.07 0.40
H -1.7534 -2.7518 3.6706 0.25 -0.01 -0.26
O -2.4264 0.1838 3.8099 1.17 0.54 -0.33
C -1.2389 0.7527 3.8982 -0.42 -0.18 0.80
O -0.4520 0.7622 2.9280 -0.76 -0.38 -0.49
C -0.8125 1.3527 5.2351 -0.04 0.21 0.21
C -1.6911 1.4693 6.3256 0.10 -0.07 -0.04
C -1.2691 2.0096 7.5510 -0.10 -0.11 -0.29
C 0.0447 2.4560 7.7171 -0.01 -0.23 -0.45
C 0.9377 2.3521 6.6397 -0.51 -0.19 -0.16
C 0.5022 1.8168 5.4142 0.25 0.09 0.14
H -2.7127 1.1245 6.1999 0.09 0.04 0.11
H -1.9759 2.0747 8.3838 0.25 -0.02 -0.37
H 0.3730 2.8703 8.6757 -0.13 -0.17 -0.41
H 1.9697 2.6849 6.7675 -0.33 -0.11 -0.17
H 1.2037 1.7559 4.5833 -0.17 -0.03 0.17

# 2
24
Properties=species:S:1:pos:R:3:forces:R:3 method="wB97M-V/def2-TZVPD" total_charge=+1 max_force_ev_per_a=4.4 multiplicity=1 e_homo_ha=-0.4926 orbital_gap_ev=6.94
C -0.9957 0.6904 -0.4335 0.60 -1.40 0.47
C -2.3051 0.3424 -0.1307 -1.57 0.75 1.02
C 0.0112 -0.4288 -0.5566 3.55 -1.37 1.02
C 3.4743 -0.4062 0.7509 0.30 -1.90 -1.28
C 2.2565 -0.9031 0.1011 -1.77 -0.78 -1.49
C -2.6874 -0.9686 0.0291 -0.89 -2.07 0.08
C -0.4292 2.0529 -0.4134 -2.27 -2.03 0.15
C -3.2833 1.4267 0.3278 -0.42 -3.41 1.22
N 4.4720 -1.1364 0.5828 1.01 -0.71 0.63
N 1.2508 -0.0736 0.0451 -2.18 1.46 -0.40
N 2.3318 -2.0819 -0.4704 2.31 -0.88 1.38
O -0.1683 -1.5574 -0.9890 -1.23 0.79 -0.52
Cl -4.2601 -1.5392 0.3942 0.77 1.02 -0.18
H 3.3138 0.5532 1.0745 0.35 2.42 1.53
H -2.1076 -1.8877 -0.0314 0.68 0.78 -0.28
H -1.2362 2.6924 -0.6812 -0.10 1.42 0.78
H 0.3070 2.0767 -1.1192 1.99 0.21 -2.35
H 0.2085 2.0338 0.4554 -0.28 0.82 1.10
H -2.7703 1.9656 1.0177 1.64 1.81 2.21
H -4.2289 1.1789 0.8543 0.69 -0.60 -0.77
H -3.4739 2.0542 -0.4171 -1.12 2.63 -3.31
H 5.3751 -0.8932 0.9809 -0.20 0.60 0.00
H 3.1585 -2.6335 -0.2618 0.35 0.60 0.10
H 1.7866 -2.5576 -1.1094 -2.18 -0.15 -1.12

# 3
66
Properties=species:S:1:pos:R:3:forces:R:3 method="wB97M-V/def2-TZVPD" total_charge=+1 max_force_ev_per_a=3.0 multiplicity=2 e_homo_ha="-0.4452 / -0.4452" orbital_gap_ev="7.20 / 7.01"
Ru -0.0967 -0.6700 -0.3497 -0.63 0.78 2.82
C -3.8084 -3.0334 0.0765 0.09 0.07 0.09
C -2.5675 -2.8176 -0.5135 -0.23 -0.04 -0.02
N -1.9680 -1.7853 0.0816 1.46 1.15 -0.72
N -2.7947 -1.3204 1.0343 -0.34 0.08 0.23
C -3.9116 -2.0585 1.0527 0.07 -0.21 -0.18
B -2.4993 -0.0516 1.8338 0.17 -0.12 -0.22
N -1.1402 -0.2157 2.5356 -0.16 0.04 0.39
C -0.8440 -0.0875 3.8332 0.27 -0.05 0.04
C 0.5288 -0.2065 3.9872 -0.07 -0.02 -0.09
C 1.0123 -0.4070 2.7000 0.19 -0.03 0.11
N -0.0101 -0.4165 1.8455 -0.08 -0.40 -2.20
N -2.3345 1.0998 0.8286 -0.24 0.13 0.17
C -3.0100 2.2496 0.7174 0.08 0.18 -0.24
C -2.4446 2.9970 -0.3031 -0.03 -0.08 0.08
C -1.3987 2.2142 -0.7795 0.13 0.02 -0.08
N -1.3552 1.0810 -0.0810 1.23 -1.51 -0.51
H -4.5193 -3.7979 -0.1788 -0.03 0.01 0.02
H -2.1135 -3.3417 -1.3351 -0.08 0.12 0.17
H -4.6988 -1.8465 1.7554 0.02 0.03 0.03
H -3.3630 0.1731 2.6163 -0.07 0.04 0.07
H -1.6099 0.0743 4.5719 -0.09 0.02 -0.07
H 1.0920 -0.1608 4.9012 0.02 0.02 0.01
H 2.0239 -0.5207 2.3504 -0.11 0.00 -0.02
H -3.8504 2.4665 1.3538 0.03 -0.06 0.08
H -2.7481 3.9675 -0.6502 0.01 0.01 -0.01
H -0.6838 2.4002 -1.5634 -0.04 -0.02 -0.03
O 2.1825 -0.3174 -0.0527 -1.76 0.12 0.38
S 3.2061 -0.5744 -1.1374 1.44 0.13 -0.21
C 4.4118 0.7570 -0.9554 -0.41 -0.03 -0.21
C 5.2897 0.9671 -2.0068 -0.02 -0.07 -0.04
C 6.2389 1.9706 -1.8941 0.02 0.05 0.03
C 6.2853 2.7539 -0.7488 0.00 -0.01 0.02
C 5.3953 2.5299 0.2928 -0.03 0.01 0.00
C 4.4397 1.5304 0.1906 -0.03 -0.11 0.08
C 4.2552 -1.8702 -0.4585 -0.44 -0.16 0.06
C 5.1465 -2.5378 -1.2834 -0.05 0.04 -0.09
C 5.9028 -3.5723 -0.7546 -0.03 -0.02 0.03
C 5.7533 -3.9336 0.5772 0.03 0.00 0.02
C 4.8627 -3.2503 1.3929 -0.01 -0.05 -0.01
C 4.0950 -2.2213 0.8718 0.00 0.06 -0.03
H 5.2348 0.3565 -2.8998 0.00 0.03 -0.04
H 6.9364 2.1509 -2.7003 -0.02 -0.01 -0.03
H 7.0125 3.5504 -0.6696 0.04 -0.03 0.00
H 5.4438 3.1348 1.1879 -0.02 0.03 -0.01
H 3.7275 1.3469 0.9844 0.00 0.03 0.01
H 5.2449 -2.2755 -2.3281 -0.02 0.03 -0.06
H 6.5948 -4.1097 -1.3882 0.00 0.01 -0.02
H 6.3230 -4.7611 0.9779 0.04 0.03 0.01
H 4.7533 -3.5288 2.4323 -0.02 -0.02 0.00
H 3.3623 -1.7076 1.4781 0.10 -0.06 -0.01
F 1.3287 -1.5920 -5.5298 -0.29 -0.07 0.12
C 1.7315 -1.0393 -4.4137 0.71 0.36 -0.01
F 2.0424 0.2402 -4.6385 -0.24 -0.03 -0.01
F 2.8437 -1.6432 -3.9956 -0.29 -0.11 0.12
S 0.3595 -1.0209 -3.1061 0.28 -0.18 -1.49
O 0.5518 0.2604 -2.4289 -0.34 -0.42 1.33
O -0.8511 -1.2169 -3.8179 -0.10 0.00 -0.19
N 0.6607 -2.1536 -2.0060 -0.54 0.88 0.44
S 0.3333 -3.6611 -2.6100 0.22 -0.84 0.25
O -1.0543 -3.9381 -2.7411 -0.10 -0.14 -0.28
O 1.2265 -3.8933 -3.6927 0.09 -0.07 -0.04
C 0.8552 -4.6703 -1.1379 0.13 0.32 0.26
F 0.7837 -5.9573 -1.4044 -0.20 0.08 -0.22
F 2.0898 -4.3694 -0.7732 0.31 0.13 -0.02
F 0.0322 -4.3672 -0.1275 0.01 -0.08 -0.06

# 4
75
Properties=species:S:1:pos:R:3:forces:R:3 method="wB97M-V/def2-TZVPD" max_force_ev_per_a=1.7 multiplicity=1 e_homo_ha=-0.3974 orbital_gap_ev=10.83
O -5.6623 -16.1355 13.1548 0.27 0.75 -0.96
H -5.6552 -16.2599 12.1788 0.44 -0.16 0.82
H -5.4107 -15.1788 13.2397 -0.19 -0.41 0.10
O -3.7153 -18.5400 5.9317 -0.31 -0.41 -0.08
H -3.8930 -19.4917 5.8208 0.25 0.59 0.14
H -3.1134 -18.4530 6.6959 0.18 -0.23 -0.13
O -0.4908 -16.4000 14.7183 -0.09 0.12 -0.06
H -1.3728 -16.2236 15.0863 0.09 -0.14 -0.05
H 0.1495 -15.9763 15.3013 -0.17 -0.03 -0.07
O -7.7606 -17.4532 8.3320 -0.11 0.11 0.39
H -6.7990 -17.5720 8.4637 -0.37 -0.11 -0.06
H -8.1672 -17.5920 9.1997 0.11 0.00 -0.33
O -4.9189 -13.3488 13.3260 -0.33 -0.34 -0.12
H -4.6202 -12.8618 14.0868 0.15 0.19 0.43
H -4.2395 -13.2363 12.6178 -0.17 0.01 0.09
O -5.8989 -15.1794 6.1827 -0.13 -0.60 -0.52
H -6.6027 -15.2592 6.8421 0.00 0.18 -0.02
H -6.1355 -15.8233 5.4831 0.28 0.52 0.64
O -0.7888 -20.7202 10.9503 -0.98 1.14 0.51
H -1.0712 -19.8915 11.4654 0.53 -1.14 -0.68
H -1.6248 -21.2177 10.9363 0.48 0.09 -0.06
O 0.5731 -17.0913 9.7926 -0.52 -0.03 1.08
H 0.5398 -16.7166 8.9177 0.02 0.17 -0.86
H 1.2959 -17.7083 9.8665 0.31 -0.21 -0.27
O -3.1257 -15.2463 7.1941 0.50 -0.10 -0.73
H -2.9759 -15.2849 8.1383 -0.51 0.07 0.58
H -4.0736 -15.1275 7.0009 -0.02 -0.45 0.23
O -0.0556 -15.3525 11.9421 -0.41 -0.55 0.62
H 0.1635 -16.0789 11.3407 0.25 0.02 -0.47
H -0.2879 -15.8346 12.7685 0.16 0.67 -0.12
O 0.2161 -13.1071 7.4544 -0.54 -0.23 -0.49
H -0.4302 -12.8147 6.7921 0.15 0.41 0.33
H 0.2824 -14.0347 7.1798 0.17 -0.31 0.36
O -8.0134 -15.2667 11.2821 0.46 -0.84 -0.09
H -7.2188 -15.5732 11.7650 -0.80 0.25 -0.02
H -7.7629 -15.4729 10.3628 -0.14 0.22 0.26
O -3.6265 -13.2356 11.1557 0.89 0.48 -1.32
H -4.3346 -12.9798 10.5294 0.62 -0.24 0.38
H -2.7303 -13.0850 10.7060 -1.36 -0.29 0.56
O -0.3716 -15.9883 7.1915 -0.08 -0.07 0.21
H -1.3345 -16.1408 7.2254 0.13 0.30 -0.15
H -0.0944 -16.5063 6.4347 0.16 -0.19 -0.21
O -2.5090 -16.2963 10.3807 -0.07 1.18 0.75
H -2.0878 -15.5279 10.8310 0.69 -0.70 -0.57
H -3.4048 -15.9498 10.5106 -0.79 -0.49 -0.44
O -2.2862 -18.4556 8.3573 -0.30 -0.82 -0.55
H -1.5905 -19.1387 8.4022 -0.21 0.49 -0.16
H -2.0153 -17.7131 8.8866 0.39 0.56 0.70
O -5.4507 -15.4688 9.7426 0.17 0.16 0.21
H -5.7797 -14.6528 9.3212 -0.10 0.04 0.12
H -5.3198 -16.0751 8.9962 -0.04 -0.17 -0.06
O -3.6901 -12.6192 7.8491 -0.81 0.69 -0.43
H -2.9393 -12.9664 8.3074 0.76 -0.33 0.60
H -3.6316 -13.0599 6.9946 -0.09 -0.02 -0.01
O -1.2404 -13.6063 10.0048 1.49 -0.33 0.34
H -0.6767 -13.4385 9.2134 -0.31 0.07 0.37
H -0.6148 -13.9742 10.7018 -0.92 0.42 -0.82
O -7.1703 -12.7950 11.1223 0.32 0.83 -0.03
H -6.6844 -12.3850 11.8502 -0.11 -0.19 -0.07
H -7.6613 -13.5431 11.4948 0.05 -0.21 -0.13
O -5.1018 -17.5700 8.1122 0.32 -0.49 -0.89
H -4.8983 -17.8732 7.1899 -0.36 0.46 0.32
H -4.3282 -17.9245 8.5535 0.37 -0.24 0.59
O -3.4018 -16.7463 15.1570 -0.46 -0.02 -0.34
H -4.0835 -16.5652 14.4763 0.27 -0.03 0.14
H -3.8994 -17.2020 15.8466 0.19 0.04 -0.02
O -1.8207 -18.4566 12.2941 0.27 -0.70 -0.05
H -2.1505 -18.2386 13.1730 0.08 0.34 -0.19
H -1.8411 -17.6960 11.7026 -0.42 0.38 0.12
O -6.6870 -13.3329 8.2626 -0.50 -0.86 -0.17
H -5.9374 -12.7621 8.1770 0.98 0.63 -0.28
H -7.2014 -12.9474 8.9705 -0.30 0.21 0.63
O -0.0759 -20.2281 7.9656 -0.13 -0.03 0.81
H -0.1812 -20.4413 8.9245 0.32 -0.14 -0.53
H 0.5323 -20.8728 7.5877 -0.17 0.03 0.20

The relative energy (zero: lowest compared OMol25 entry of this formula, charge and spin) results, record by record, are as follows: 39.9 30.2 120.4 64.3 kJ/mol.
The E_tot results, record by record, are as follows: -51884.5759 -27504.7972 -96905.9328 -52004.0903 eV.